DFT (wB97M-V/def2-TZVPD) results for C6H11AsFIOP as an isolated structure.

Values from the calculation:
* frontier orbital gap: 7.0 eV
* highest occupied orbital energy: -4.2159 eV
* LUMO energy: 2.82 eV
* total charge: -1

Each line ends with the Mulliken charge.
Cartesian coordinates (Å):
1 O -0.647 1.664 2.531  -0.409
2 P -1.543 0.547 3.340  0.079
3 I -0.816 -1.554 2.239  -0.202
4 As -3.684 0.930 2.369  -0.450
5 F -5.342 1.406 1.723  -0.543
6 H -1.228 2.122 1.895  0.295
7 H -3.918 -0.557 1.925  0.070
8 H -4.306 0.616 3.792  0.086
9 H -3.474 2.439 2.815  0.079
10 H -3.012 1.234 0.958  0.040
11 C 2.117 0.306 -2.853  -0.296
12 C 1.497 0.310 -1.612  -0.500
13 C 1.708 -0.733 -0.724  -0.084
14 C 2.546 -1.779 -1.079  -0.429
15 C 3.169 -1.784 -2.318  -0.292
16 C 2.953 -0.742 -3.207  -0.385
17 H 1.948 1.120 -3.545  0.347
18 H 0.843 1.126 -1.334  0.380
19 H 1.217 -0.731 0.240  0.165
20 H 2.711 -2.593 -0.385  0.367
21 H 3.823 -2.602 -2.592  0.344
22 H 3.436 -0.747 -4.176  0.341

---

DFT (wB97M-V/def2-TZVPD) results for an isolated ion of composition C4H14N4 and charge +2 in a non-equilibrium geometry.

Values from the calculation:
* energy above the lowest of the compared OMol25 structures with the same formula, charge and spin: 120.5 kJ/mol
* SMILES: C[C@@H]([NH3+])[C@H](N)C(N)=[NH2+]
* frontier orbital gap: 11.3 eV
* highest occupied orbital energy: -18.8072 eV
* LUMO energy: -7.52 eV
* total charge: +2

Each line ends with the Mulliken charge.
Cartesian coordinates (Å):
1 C 1.141 -1.582 -0.687  -1.218
2 C 1.004 -0.372 0.199  -0.265
3 N 2.136 0.571 0.345  -0.191
4 C -0.221 0.659 -0.323  -0.135
5 N 0.089 1.929 0.192  -0.668
6 C -1.559 -0.021 0.064  0.586
7 N -2.221 -0.650 -0.873  -0.338
8 N -1.937 -0.159 1.319  -0.348
9 H 1.513 -1.255 -1.737  0.368
10 H 0.187 -1.999 -0.681  0.377
11 H 1.794 -2.422 -0.315  0.367
12 H 0.609 -0.652 1.193  0.340
13 H 1.747 1.538 0.223  0.355
14 H 2.624 0.515 -0.511  0.419
15 H 2.906 0.447 1.146  0.397
16 H -0.041 0.679 -1.387  0.531
17 H -0.208 2.601 -0.496  0.241
18 H -0.022 2.232 1.136  0.223
19 H -2.073 -0.906 -1.830  0.250
20 H -3.187 -1.018 -0.631  0.266
21 H -1.539 0.481 1.899  0.173
22 H -2.743 -0.616 1.757  0.270